Entry 1:
75
Properties=species:S:1:pos:R:3 method="wB97M-V/def2-TZVPD" homo_energy_ev=-10.563 charge=+1 orbital_gap_ev=6.92 largest_force_ev_per_a=0.11
Ta 1.28663 0.72470 -0.02208
C -0.49661 -2.60716 6.04494
C -0.40850 -2.00113 4.67280
C -0.34126 -0.62493 4.48898
C -0.23814 -0.07977 3.21941
C -0.19338 -0.89580 2.10054
N -0.17063 -0.33318 0.77646
C -1.40241 -0.50436 0.07530
C -2.61106 -0.27316 0.74032
C -3.82217 -0.38569 0.09246
C -3.88327 -0.70994 -1.26352
C -5.19910 -0.82658 -1.97849
C -2.69026 -0.93590 -1.92623
C -1.46403 -0.86877 -1.26653
N -0.30443 -1.22440 -2.00031
C -0.24879 -2.09495 -3.02837
C 1.04392 -2.12483 -3.48681
C 1.73754 -1.24867 -2.65568
N 0.92220 -0.71287 -1.75080
C -0.26340 -2.27662 2.27342
C -0.36695 -2.81512 3.54485
N -0.25455 -3.14765 1.15440
C -1.14541 -4.13498 0.88730
C -0.68757 -4.79282 -0.22468
C 0.51896 -4.13706 -0.54594
N 0.77255 -3.13866 0.28137
H -0.63585 -1.84155 6.80585
H -1.32740 -3.31016 6.11084
H 0.41633 -3.15547 6.28208
H -0.37137 0.03202 5.34910
H -0.20058 0.99455 3.08793
H -2.57933 -0.00588 1.78877
H -4.73758 -0.20142 0.64090
H -5.94104 -0.15533 -1.54880
H -5.09796 -0.59410 -3.03768
H -5.58840 -1.84325 -1.89729
H -2.70652 -1.16232 -2.98457
H -1.12100 -2.64521 -3.33290
H 1.43885 -2.70790 -4.29909
H 2.77799 -0.97281 -2.68914
H -0.39347 -3.89339 3.64947
H -2.02142 -4.27513 1.49822
H -1.14226 -5.63325 -0.71900
H 1.21359 -4.35626 -1.34095
S 5.39455 -0.35559 1.93120
C 3.95112 -0.04215 1.30330
S 2.67044 0.90031 2.03929
S 3.34069 -0.59031 -0.23920
N 2.34655 3.94010 1.70646
C 1.01109 3.79921 1.57219
C 0.19308 4.87722 1.99161
C -1.15593 4.83518 1.81913
C -1.72095 3.70835 1.20489
C -0.88350 2.70481 0.82768
N 0.46866 2.69358 1.00955
H 2.67132 4.72213 2.24857
H 2.93104 3.11596 1.71455
H 0.67347 5.73223 2.44736
H -1.77462 5.66109 2.14343
H -2.78110 3.62377 1.01954
H -1.30241 1.84352 0.33050
Cl 3.36124 2.79106 -0.98230
C 2.97938 2.24370 -2.60112
C 3.97848 2.14825 -3.55091
C 3.63649 1.71026 -4.82134
C 2.31664 1.38560 -5.11034
C 1.33939 1.48620 -4.13338
C 1.64996 1.91785 -2.84442
C 0.65214 2.01117 -1.73506
H 4.99726 2.40751 -3.29881
H 4.39960 1.62779 -5.58299
H 2.04950 1.05248 -6.10448
H 0.31289 1.22566 -4.36497
H -0.32917 1.66990 -2.08499
H 0.55026 3.05033 -1.42182



Entry 2:
69
Properties=species:S:1:pos:R:3 method="wB97M-V/def2-TZVPD" homo_energy_ev="-10.239 / -10.259" multiplicity=7 charge=+1 orbital_gap_ev="6.00 / 7.36" largest_force_ev_per_a=3.45 s2=12.016
Eu 0.15783 -0.24374 0.59655
C -3.72427 -0.71644 4.45775
C -2.76537 -1.42664 3.49095
C -2.45107 -2.82184 4.02685
C -1.54937 -0.54334 3.28405
C -0.26727 -0.89604 3.72935
C 0.79093 0.01346 3.68075
C 0.62033 1.30426 3.16345
C 1.72953 2.31586 3.18765
C -0.65757 1.65746 2.69915
C -1.71797 0.74966 2.75955
H -4.54837 -1.37764 4.71005
H -4.13557 0.18796 4.01905
H -3.20227 -0.44964 5.37415
H -3.26527 -1.54034 2.52105
H -2.12737 -2.78164 5.06435
H -1.69437 -3.31694 3.42305
H -3.35127 -3.42934 3.98895
H -0.10987 -1.84884 4.21875
H 1.74113 -0.26024 4.12805
H 1.68853 2.90366 4.10825
H 1.62763 3.00106 2.34505
H 2.70043 1.82216 3.14125
H -0.84917 2.68476 2.40905
H -2.71507 1.08436 2.49965
O 2.40003 -0.25694 1.21675
S 2.57913 0.24296 -0.15985
O 2.09173 -0.75404 -1.10965
N 1.56463 1.47826 -0.19105
C 1.14993 1.94376 -1.42465
C 1.97813 2.12896 -2.51525
C 1.47783 2.63776 -3.71795
C 0.17053 3.03266 -3.83575
C -0.71737 2.85386 -2.75845
C -2.07237 3.23976 -2.79375
C -2.88327 2.93566 -1.73295
C -2.36227 2.19006 -0.66775
N -1.09167 1.83506 -0.56945
C -0.24887 2.22196 -1.57305
C 4.29013 0.65446 -0.40665
C 5.07053 -0.04034 -1.31215
C 6.40513 0.31356 -1.45185
C 6.93253 1.35046 -0.69525
C 6.13513 2.04166 0.20545
C 4.80223 1.69366 0.35025
H 3.02673 1.88376 -2.42375
H 2.14393 2.73216 -4.56175
H -0.19887 3.46626 -4.75205
H -2.45707 3.75536 -3.66095
H -3.91507 3.24526 -1.71785
H -3.02227 1.86606 0.12915
H 4.63913 -0.85224 -1.87775
H 7.03653 -0.22494 -2.14325
H 7.97393 1.61056 -0.79665
H 6.54733 2.84396 0.79745
H 4.15653 2.19876 1.05185
C -1.18087 -1.86254 -0.53365
C -1.70837 -2.52444 -1.40955
C -2.31887 -3.30574 -2.43435
C -2.14147 -4.68964 -2.47635
C -2.69867 -5.43024 -3.50205
C -3.44107 -4.80464 -4.49135
C -3.61697 -3.43154 -4.45955
C -3.06227 -2.68114 -3.44015
H -1.55277 -5.17194 -1.70925
H -2.55097 -6.49904 -3.53145
H -3.88177 -5.38794 -5.28415
H -4.18687 -2.94344 -5.23695
H -3.18647 -1.60754 -3.41965



Entry 3:
92
Properties=species:S:1:pos:R:3 method="wB97M-V/def2-TZVPD" homo_energy_ev="-13.461 / -13.460" multiplicity=6 charge=+2 orbital_gap_ev="8.35 / 6.66" largest_force_ev_per_a=1.59 s2=8.767
Fe 10.20113 10.64700 13.62194
C 8.68772 13.25269 12.79363
C 9.67185 13.66601 13.86913
N 10.11999 12.51590 14.67806
C 9.36431 12.38907 15.96828
C 8.87553 10.97279 16.25316
N 8.80342 10.10883 15.04270
C 7.48113 10.13198 14.40400
C 7.24900 11.48390 13.75096
N 8.39601 11.80645 12.83294
H 9.12161 13.48032 11.83066
H 7.81514 13.85998 12.86704
H 9.25425 14.40738 14.54376
H 10.58554 14.07362 13.46338
H 11.10141 12.61693 14.86282
H 8.54401 13.10210 15.91877
H 9.96599 12.76388 16.81567
H 7.87395 11.04322 16.69007
H 9.52370 10.46372 16.95701
H 8.93528 9.14258 15.35533
H 6.73597 9.85943 15.15023
H 7.43381 9.38404 13.60623
H 7.09497 12.29350 14.46845
H 6.32986 11.44224 13.20214
H 8.14250 11.45779 11.90942
O 16.74730 10.70058 7.61824
C 16.61323 10.46038 8.90580
O 17.52541 10.05333 9.56958
C 15.27119 10.74050 9.53346
C 14.93249 10.05000 10.68025
C 13.75271 10.32768 11.35226
C 12.93461 11.37191 10.87094
S 11.36116 11.82732 11.56694
C 13.28499 12.05798 9.72120
C 14.44248 11.71747 9.03956
H 15.92858 10.85895 7.16518
H 15.59499 9.26398 11.06036
H 13.47794 9.71665 12.23518
H 12.67312 12.86957 9.40354
H 14.70942 12.29031 8.15167
N 10.20447 9.65291 9.44908
C 10.14462 8.26540 9.92905
P 9.12086 8.25908 11.45880
O 7.67805 8.53151 11.09089
O 9.85313 9.05640 12.52733
C 9.07426 6.51070 12.10176
N 7.98511 5.84483 11.27267
H 9.32153 9.89646 8.98908
H 10.91747 9.69060 8.75333
H 10.72346 11.01901 10.63955
H 11.14764 7.96264 10.25424
H 9.71815 7.59219 9.19150
H 8.73600 6.53574 13.11534
H 10.00892 5.95323 12.00981
H 8.33914 5.45761 10.40548
H 7.28498 6.60147 11.04279
H 7.51434 5.09951 11.80262
F 15.45407 8.35121 17.03219
C 14.37461 8.29592 17.79572
C 13.40144 9.19670 17.46409
C 12.27365 9.23009 18.25937
F 11.35768 10.19607 17.99256
C 12.04514 8.32105 19.27217
F 10.87992 8.37171 19.93738
C 13.04939 7.40043 19.58033
F 12.88932 6.54581 20.54965
C 14.25168 7.39649 18.83750
F 15.25904 6.56934 19.13933
Ge 13.50872 10.46888 15.95189
S 11.91660 9.75475 14.62630
C 15.16466 10.35802 14.95411
C 16.12674 11.33904 14.95371
F 15.88402 12.50872 15.56400
C 17.37401 11.15565 14.34620
F 18.30851 12.09717 14.48147
C 17.66259 9.97619 13.70212
F 18.82846 9.78019 13.14642
C 16.65912 9.00411 13.56836
F 16.81875 7.90980 12.81812
C 15.46813 9.20499 14.24932
F 14.56629 8.22946 14.23481
C 13.32704 12.29383 16.69121
C 13.73308 12.53867 17.98493
F 14.14383 11.49369 18.73694
C 13.81594 13.80430 18.57085
F 14.22849 13.88750 19.81382
C 13.47431 14.90412 17.80382
F 13.42226 16.12517 18.30122
C 13.16099 14.70932 16.47346
F 12.87717 15.73243 15.65334
C 13.12992 13.44545 15.92001
F 12.88934 13.30994 14.58370